Record 1
Entry from OMol25: a 6-piece molecular cluster, C31H24ClO12S2 overall in a non-equilibrium geometry (ωB97M-V/def2-TZVPD).

XYZ file:
```
70
Properties=species:S:1:pos:R:3
O -5.66912 -4.92348 -2.26903
S -6.76259 -5.79748 -2.30283
O -7.27121 -6.30761 -1.09879
C -8.05892 -4.78743 -3.08359
S -9.73097 -5.48848 -3.10088
Cl -9.55984 -7.45345 -2.85519
H -6.44878 -6.80935 -3.15128
H -8.08939 -3.89895 -2.45277
H -7.74539 -4.48945 -4.08102
H -10.18409 -5.05203 -1.90187
C -3.69289 -2.21696 -1.40927
C -4.74046 -1.98261 -2.19158
C -5.21690 -0.60327 -2.45405
O -6.18438 -0.41360 -3.16673
C -4.48030 0.51184 -1.81866
C -3.42591 0.28697 -1.03577
C -2.95579 -1.09478 -0.77200
O -1.99726 -1.30271 -0.05594
H -3.33184 -3.21714 -1.20267
H -5.29283 -2.77436 -2.66982
H -4.84427 1.51020 -2.02674
H -2.86145 1.09282 -0.55688
C 3.35961 -0.79855 -1.20714
C 3.93230 -1.20307 -0.07615
C 3.14858 -1.90575 0.97055
O 3.66698 -2.27440 2.00495
C 1.70712 -2.14174 0.71007
C 1.13571 -1.73743 -0.42045
C 1.91833 -1.03430 -1.46806
O 1.39396 -0.66761 -2.49910
H 3.91101 -0.28427 -1.98396
H 4.98244 -1.04523 0.13256
H 1.15531 -2.65567 1.48725
H 0.08782 -1.89670 -0.62832
C -1.33299 4.70656 2.84916
C -1.64704 4.38850 1.59613
C -1.84112 2.97730 1.19580
O -2.12501 2.68206 0.04798
C -1.67586 1.92812 2.23098
C -1.36188 2.24665 3.48328
C -1.16627 3.66321 3.89220
O -0.88226 3.95043 5.03363
H -1.18567 5.73180 3.16455
H -1.77293 5.13516 0.82309
H -1.82033 0.90273 1.91014
H -1.23378 1.50094 4.25751
C 9.08785 -2.22378 1.67555
C 9.66046 -2.62820 2.80552
C 8.87969 -3.33198 3.85542
O 9.40164 -3.69859 4.88537
C 7.43778 -3.56747 3.59374
C 6.86424 -3.16328 2.46347
C 7.64611 -2.46052 1.41698
O 7.12617 -2.09152 0.38292
H 9.63739 -1.70882 0.89780
H 10.71017 -2.46682 3.01491
H 6.88756 -4.08189 4.37111
H 5.81439 -3.32165 2.25533
C 2.62866 6.92943 -0.47688
C 1.48758 7.05423 0.19487
C 0.19860 6.62686 -0.39779
O -0.84444 6.74013 0.21748
C 0.22307 6.05342 -1.76397
C 1.36294 5.92735 -2.43746
C 2.65736 6.35508 -1.84681
O 3.69578 6.23860 -2.45762
H 3.58166 7.23532 -0.06477
H 1.44417 7.46893 1.19401
H -0.73096 5.74684 -2.17402
H 1.40466 5.51160 -3.43593
```

As for the energy relative to the best compared isomer or geometry (same formula, charge and spin): 8.6 kcal per mole. The total charge is +1. The lowest unoccupied orbital energy is -6.35 eV. The HOMO energy comes out at -0.40565 Ha. The HOMO-LUMO gap comes out at 4.7 eV.

***

Record 2
Entry from OMol25: a 7-piece molecular cluster, C9H32N2O6 overall in a non-equilibrium geometry (ωB97M-V/def2-TZVPD).

XYZ file:
```
49
Properties=species:S:1:pos:R:3
N 0.79930 -1.55887 -0.28199
H 0.42734 -0.79948 0.27035
H 1.71868 -1.81667 0.04724
H 0.77924 -1.31630 -1.26221
H 0.12270 -2.28513 -0.09529
C 2.02736 1.46778 0.78063
C 0.65555 2.01645 0.94934
C 0.49054 2.96795 -0.28047
C -1.02026 3.30970 -0.56388
C -1.83532 2.01505 -0.61314
C -1.79662 1.12719 0.61704
N -0.39847 0.92443 1.02425
O -0.13605 -0.09198 2.07855
C -2.40855 -0.12892 0.19177
C -2.65788 1.81725 1.68656
C 0.61430 2.92249 2.23136
H 1.96441 0.95601 -0.17970
H 2.44393 0.87657 1.59614
H 2.75757 2.26595 0.64715
H 0.91827 2.59483 -1.21103
H 1.01054 3.89920 -0.05586
H -1.19239 3.93090 -1.44284
H -1.41469 3.86562 0.28670
H -1.49009 1.45318 -1.48102
H -2.84312 2.27665 -0.93565
H -1.74835 -0.69543 -0.46497
H -3.39200 -0.15413 -0.27757
H -2.56895 -0.71331 1.09778
H -2.46461 1.33188 2.64321
H -3.73715 1.83045 1.53463
H -2.36330 2.85674 1.83075
H 0.54335 2.24760 3.08435
H -0.16911 3.67410 2.32850
H 1.43718 3.61554 2.40643
O 2.95805 -2.26442 1.43648
H 2.98219 -3.21493 1.32611
H 2.73327 -2.13545 2.35793
O -0.05270 -4.61743 -2.70779
H -0.75338 -4.33019 -3.29325
H -0.34413 -4.35091 -1.83586
O 0.77279 -0.64854 -2.75983
H 1.02978 -0.28076 -3.60537
H -0.18408 -0.62460 -2.76856
O -0.69651 -3.88883 -0.15221
H -0.33505 -4.74298 0.08446
H -1.64322 -3.99450 -0.05839
O 3.03584 -3.82230 -1.74741
H 2.18240 -4.24752 -1.83140
H 3.24141 -3.51993 -2.63202
```

The total charge is +1. Its spin multiplicity is 2. The lowest unoccupied orbital energy (spin up / spin down) is -2.89 / -4.05 eV. The HOMO energy (spin up / spin down) comes out at -0.46376 / -0.49268 Ha. The HOMO-LUMO gap (spin up / spin down) comes out at 9.7 / 9.4 eV.

***

Record 3
Entry from OMol25: C52H68GeN6O4P3Ru as an isolated structure in a non-equilibrium geometry (ωB97M-V/def2-TZVPD).

XYZ file:
```
135
Properties=species:S:1:pos:R:3
Ru -1.18422 0.71598 -0.45766
C 0.08175 5.59231 -0.57947
C -0.91349 4.44195 -0.77833
C -1.22149 4.30215 -2.26725
P -0.40924 2.82064 -0.01566
C 1.41490 2.95042 -0.04388
N 2.11632 1.69212 -0.09423
Ge 1.15158 -0.07496 -0.22709
N 1.52065 -0.90345 -1.92387
C 0.34037 -1.13376 -2.71423
P -0.85146 0.27252 -2.69176
C -0.22264 1.50721 -3.91988
C -0.12783 1.02056 -5.36560
C 1.12302 2.08027 -3.48164
C -2.31541 -0.49482 -3.54036
C -3.30740 -1.06737 -2.53169
C -1.94986 -1.58888 -4.55009
C 2.76579 -0.85550 -2.49258
C 3.07322 -1.05611 -3.84838
C 4.36893 -0.89202 -4.31860
C 5.39983 -0.52225 -3.47103
C 5.12257 -0.36440 -2.11674
C 3.84557 -0.56355 -1.63772
N 3.50679 -0.51050 -0.22978
C 4.15327 0.58909 0.44679
C 5.38230 0.52998 1.06731
C 5.98382 1.69321 1.54031
C 5.33760 2.90042 1.34901
C 4.07308 2.95579 0.77551
C 3.41524 1.78028 0.36681
C 3.66983 -1.75646 0.48956
C 4.81825 -2.52017 0.45273
C 4.99168 -3.56693 1.34975
C 4.00224 -3.79044 2.29542
C 2.81583 -3.07391 2.28133
C 2.57493 -2.08162 1.31234
N 1.37311 -1.43322 1.07828
C 0.11961 -2.00039 1.55916
P -0.83432 -2.91518 0.21718
C -2.27152 -3.56592 1.25732
C -2.74212 -2.54662 2.30000
C -2.09687 -4.91393 1.96035
C 0.10401 -4.47820 -0.22497
C 1.07717 -5.12967 0.75627
C 0.82079 -4.28273 -1.56462
C -0.87480 2.99949 1.76539
C -0.53172 4.33536 2.42416
C -0.31080 1.82427 2.61111
H -0.42808 6.54262 -0.75277
H 0.89892 5.52711 -1.29867
H 0.51580 5.62738 0.41759
H -1.83818 4.69905 -0.25340
H -0.29396 4.24535 -2.83768
H -1.78298 5.16893 -2.62456
H -1.79620 3.40597 -2.48052
H 1.69411 3.53295 0.84192
H 1.67643 3.57272 -0.91019
H -0.24816 -1.95155 -2.28013
H 0.57675 -1.42211 -3.73507
H -0.97432 2.29545 -3.88143
H 0.54495 0.16522 -5.45606
H 0.28459 1.81957 -5.98704
H -1.09774 0.74847 -5.78060
H 1.93076 1.38099 -3.69957
H 1.14984 2.28098 -2.41498
H 1.33110 3.00683 -4.02386
H -2.80470 0.33544 -4.06307
H -2.83993 -1.81385 -1.88182
H -4.14003 -1.54441 -3.05298
H -3.71907 -0.28626 -1.90758
H -1.64611 -2.50005 -4.03233
H -1.15704 -1.31101 -5.24051
H -2.83673 -1.83071 -5.13979
H 2.30379 -1.33260 -4.55478
H 4.56460 -1.04574 -5.37311
H 6.40263 -0.36841 -3.84541
H 5.90963 -0.07855 -1.42997
H 5.88484 -0.41963 1.18198
H 6.95189 1.64772 2.02041
H 5.81295 3.82338 1.65881
H 3.60959 3.92123 0.64322
H 5.58941 -2.28571 -0.27084
H 5.89119 -4.16695 1.32725
H 4.13598 -4.56123 3.04509
H 2.06518 -3.31300 3.01700
H -0.55334 -1.20429 1.87895
H 0.27208 -2.64252 2.41835
H -3.07784 -3.65761 0.52377
H -2.08612 -2.53939 3.17365
H -3.74505 -2.81227 2.64194
H -2.79132 -1.53536 1.89521
H -1.30758 -4.87016 2.71285
H -1.88244 -5.74347 1.28725
H -3.02555 -5.15487 2.48645
H -0.72372 -5.17275 -0.40608
H 2.01769 -4.57876 0.77993
H 1.30692 -6.14910 0.42880
H 0.69744 -5.18754 1.77312
H 1.58653 -3.50508 -1.49257
H 0.12003 -4.00300 -2.35382
H 1.31444 -5.21038 -1.86931
H -1.96658 2.90449 1.75436
H 0.54462 4.52310 2.43269
H -0.86837 4.30460 3.46258
H -1.03009 5.17722 1.94375
H 0.44179 1.26369 2.03858
H -1.94610 0.52008 2.44121
H 0.22193 2.25181 3.46109
O -8.37430 1.37893 -0.29447
C -7.63640 2.35109 -0.06475
O -7.89298 3.53631 0.21856
C -6.13043 2.04253 -0.15542
C -5.24543 2.98929 -0.65483
C -3.90204 2.69058 -0.75248
N -3.37202 1.53238 -0.34104
C -4.22545 0.62722 0.17017
C -5.59011 0.82901 0.25061
C -3.59224 -0.64427 0.67549
O -4.26343 -1.62512 0.92040
O -2.30280 -0.56573 0.81761
H -5.62409 3.95817 -0.95191
H -3.22155 3.40621 -1.17391
H -6.22380 0.03649 0.62317
N -1.34246 0.96284 3.12378
C -1.32603 0.40693 4.38906
C -2.49381 -0.20214 4.87024
C -2.52830 -0.76201 6.13127
C -1.40974 -0.72612 6.95989
C -0.24963 -0.13730 6.48574
C -0.19489 0.41551 5.21158
H -3.37120 -0.23211 4.23402
H -3.44464 -1.22493 6.47662
H -1.44344 -1.16034 7.95030
H 0.64047 -0.11968 7.10336
H 0.74076 0.82112 4.85069
```

As for the energy relative to the best compared isomer or geometry (same formula, charge and spin): 43.3 kcal per mole. The total charge is -1. The lowest unoccupied orbital energy is 1.79 eV. The HOMO energy comes out at -0.19642 Ha. The HOMO-LUMO gap comes out at 7.1 eV.

***

Record 4
Entry from OMol25: one molecule with the formula C2H7N3S in a non-equilibrium geometry (ωB97M-V/def2-TZVPD).

XYZ file:
```
13
Properties=species:S:1:pos:R:3
H 0.17235 2.56129 0.24174
N -0.63246 1.94199 0.06554
C -0.34936 0.73340 -0.15999
C 1.10443 0.16665 -0.29801
N 1.11974 -1.22995 0.12775
N -1.20783 -0.28128 -0.42779
S -2.89141 -0.33034 -0.10915
H 1.34806 0.17593 -1.37959
H 1.78791 0.90763 0.26600
H 1.25211 -1.28174 1.12035
H 1.89173 -1.78997 -0.19987
H -0.71492 -1.15565 -0.49328
H -2.88036 -0.41795 1.24628
```

As for the energy relative to the best compared isomer or geometry (same formula, charge and spin): 14.7 kcal per mole. Its SMILES is [H]/N=C(\CN)NS. The lowest unoccupied orbital energy is 0.72 eV. The HOMO energy comes out at -0.33036 Ha. The HOMO-LUMO gap comes out at 9.7 eV.

***

| no. | molecular weight (g mol⁻¹) | electronic energy (Eh) |
| --- | --- | --- |
| 1 | 688.11 | -3354.58284 |
| 2 | 264.36 | -922.75286 |
| 3 | 1107.76 | -5847.80910 |
| 4 | 105.17 | -642.82923 |